{
  "formula": "C45H82BrO18P",
  "method": "ωB97M-V with the def2-TZVPD basis set",
  "species": ["O", "C", "O", "C", "C", "C", "C", "C", "C", "P", "O", "Br", "C", "O", "O", "C", "O", "H", "H", "H", "H", "H", "H", "H", "H", "H", "H", "C", "C", "O", "C", "H", "H", "H", "H", "H", "H", "C", "C", "O", "C", "H", "H", "H", "H", "H", "H", "C", "C", "O", "C", "H", "H", "H", "H", "H", "H", "C", "C", "O", "C", "H", "H", "H", "H", "H", "H", "C", "C", "O", "C", "H", "H", "H", "H", "H", "H", "C", "C", "O", "C", "H", "H", "H", "H", "H", "H", "C", "C", "O", "C", "H", "H", "H", "H", "H", "H", "C", "C", "O", "C", "H", "H", "H", "H", "H", "H", "C", "C", "O", "C", "H", "H", "H", "H", "H", "H", "C", "C", "O", "C", "H", "H", "H", "H", "H", "H", "C", "C", "O", "C", "H", "H", "H", "H", "H", "H", "C", "C", "O", "C", "H", "H", "H", "H", "H", "H"],
  "positions_angstrom": [[1.5904, 4.9488, -4.2445], [1.5614, 3.7766, -4.0093], [0.5064, 3.1670, -3.4460], [0.8777, 2.0673, -2.5821], [-0.3219, 1.7161, -1.7075], [-0.2641, 2.3722, -0.3099], [0.3130, 1.3767, 0.7108], [1.1623, 1.9273, 1.8195], [1.7427, 1.2022, 2.7867], [1.5518, -0.5882, 2.8973], [2.1021, -0.8623, 4.3855], [3.2848, -1.1389, 1.5240], [2.5346, 2.1250, 3.6511], [3.3781, 1.8893, 4.4494], [2.1356, 3.4203, 3.3224], [1.5809, 3.3528, 2.0569], [1.5619, 4.2877, 1.3264], [2.3769, 3.0856, -4.2784], [1.7136, 2.3647, -1.9407], [1.2037, 1.2241, -3.1864], [-0.3449, 0.6339, -1.5851], [-1.2268, 2.0163, -2.2334], [0.3170, 3.2905, -0.3468], [-1.2862, 2.6310, -0.0325], [0.8947, 0.6102, 0.1920], [-0.5163, 0.8528, 1.1888], [2.1315, -1.8257, 4.5244], [-0.0584, -0.4889, -6.6417], [1.3010, 0.0664, -6.3012], [1.6165, 0.3003, -5.1552], [2.2462, 0.3197, -7.4481], [-0.6367, -0.6326, -5.7315], [-0.5837, 0.1994, -7.3063], [0.0474, -1.4460, -7.1562], [1.8044, 1.0338, -8.1451], [2.4371, -0.6105, -7.9860], [3.1857, 0.7170, -7.0711], [-3.1872, -2.2628, -1.2341], [-2.5198, -1.6714, -0.0183], [-1.8628, -0.6539, -0.0980], [-2.7007, -2.3925, 1.2866], [-2.9718, -1.6551, -2.1097], [-2.8168, -3.2747, -1.4070], [-4.2657, -2.3142, -1.0702], [-2.3039, -3.4077, 1.2108], [-3.7604, -2.4545, 1.5431], [-2.1751, -1.8658, 2.0767], [-7.2498, -4.5350, 1.2865], [-6.6056, -3.9391, 2.5088], [-5.9237, -2.9398, 2.4444], [-6.8638, -4.6386, 3.8192], [-6.9873, -3.9391, 0.4140], [-6.9019, -5.5582, 1.1319], [-8.3343, -4.5308, 1.4078], [-6.5034, -5.6676, 3.7710], [-7.9366, -4.6585, 4.0189], [-6.3528, -4.1128, 4.6227], [1.2880, -2.9472, -4.0723], [0.3071, -2.6944, -2.9534], [-0.8418, -2.3858, -3.1731], [0.8361, -2.8492, -1.5475], [0.7914, -2.8111, -5.0301], [2.1255, -2.2520, -3.9969], [1.6758, -3.9655, -4.0073], [1.6617, -2.1547, -1.3803], [1.2009, -3.8661, -1.3919], [0.0438, -2.6333, -0.8328], [6.6121, -0.3388, 3.0597], [7.6189, -1.3351, 2.5456], [7.7327, -1.5747, 1.3648], [8.4771, -2.0280, 3.5769], [6.0618, 0.0883, 2.2256], [5.9086, -0.8315, 3.7330], [7.1166, 0.4593, 3.6073], [7.8468, -2.5759, 4.2793], [9.0539, -1.2914, 4.1384], [9.1563, -2.7197, 3.0841], [-2.2990, -0.6342, 6.4276], [-1.3694, -1.7200, 5.9452], [-1.3388, -2.0523, 4.7821], [-0.4777, -2.3599, 6.9808], [-2.8832, -0.2554, 5.5923], [-2.9731, -1.0300, 7.1891], [-1.7232, 0.1811, 6.8694], [-1.0829, -2.8237, 7.7621], [0.1573, -1.6019, 7.4427], [0.1526, -3.1097, 6.5099], [5.7377, 6.8455, 3.3973], [5.5711, 6.3824, 4.8259], [6.0528, 6.9948, 5.7502], [4.7751, 5.1185, 5.0363], [6.3258, 7.7600, 3.3746], [6.2420, 6.0753, 2.8112], [4.7603, 7.0302, 2.9485], [5.2490, 4.2829, 4.5192], [3.7570, 5.2254, 4.6609], [4.7368, 4.9014, 6.1017], [-11.8454, -1.8692, 0.8324], [-10.4945, -2.3909, 1.2537], [-10.3804, -3.4437, 1.8454], [-9.3033, -1.5401, 0.8991], [-12.6217, -2.5662, 1.1397], [-12.0279, -0.8962, 1.2911], [-11.8722, -1.7452, -0.2514], [-9.3984, -0.5574, 1.3640], [-9.2409, -1.4067, -0.1802], [-8.3940, -2.0150, 1.2604], [0.7544, -5.6327, 4.6614], [2.0432, -4.8831, 4.4469], [2.1743, -3.7294, 4.7960], [3.1644, -5.6281, 3.7723], [0.0253, -4.9875, 5.1439], [0.3573, -5.9654, 3.7013], [0.9335, -6.5120, 5.2825], [2.8466, -5.9595, 2.7825], [3.4334, -6.5079, 4.3590], [4.0310, -4.9788, 3.6735], [7.8962, 1.2858, -1.8877], [8.9019, 0.3108, -2.4533], [8.9517, 0.0641, -3.6356], [9.8311, -0.3409, -1.4606], [7.2826, 1.6865, -2.6913], [7.2602, 0.7798, -1.1588], [8.4120, 2.1046, -1.3830], [9.2533, -0.8952, -0.7176], [10.4181, 0.4193, -0.9418], [10.5021, -1.0227, -1.9782], [0.3832, 7.9055, -8.0415], [1.1247, 6.6149, -8.3041], [1.0687, 6.0642, -9.3803], [1.9229, 6.0548, -7.1561], [-0.1555, 8.2070, -8.9369], [-0.3223, 7.7695, -7.2204], [1.0874, 8.6902, -7.7602], [1.2738, 5.8470, -6.3101], [2.6827, 6.7709, -6.8399], [2.4070, 5.1320, -7.4699], [-9.2577, 1.8915, -3.4828], [-8.5751, 0.8303, -2.6562], [-9.2050, 0.0584, -1.9694], [-7.0689, 0.7780, -2.7256], [-10.3344, 1.8257, -3.3473], [-8.9136, 2.8811, -3.1781], [-9.0161, 1.7552, -4.5381], [-6.6458, 1.7274, -2.3936], [-6.7474, 0.6013, -3.7533], [-6.6993, -0.0227, -2.0891]],
  "forces_ev_per_a": [[-0.1, -0.1, -0.1], [-0.1, -0.1, -0.1], [0.4, 0.4, 0.4], [-0.2, -0.4, 0.2], [0.4, 0.2, 0.1], [-0.2, -0.4, -0.4], [0.1, 0.7, 0.2], [-0.1, -0.3, 0.1], [0.3, 0.2, 0.1], [-0.6, -0.4, -0.2], [0.3, 0.1, -0.2], [0.1, 0.0, 0.0], [-0.4, -0.3, 0.0], [-0.1, 0.2, 0.1], [0.7, 0.1, -0.2], [-0.1, -0.1, -0.1], [-0.2, 0.2, 0.1], [0.1, 0.0, 0.2], [0.0, 0.1, -0.1], [-0.1, 0.0, -0.1], [-0.3, 0.0, -0.1], [0.0, -0.1, -0.1], [-0.1, 0.0, 0.0], [0.1, 0.1, 0.2], [0.1, 0.0, 0.0], [0.1, -0.2, -0.1], [-0.1, -0.2, 0.3], [0.0, 0.0, 0.2], [0.0, 0.0, 0.0], [0.1, 0.0, -0.1], [0.1, 0.1, 0.1], [0.0, 0.0, 0.0], [0.0, 0.0, -0.1], [0.0, 0.0, -0.1], [0.0, -0.1, -0.1], [-0.1, 0.0, -0.1], [0.0, 0.0, 0.0], [-0.1, 0.2, 0.0], [0.0, 0.0, -0.1], [0.0, 0.0, 0.1], [0.1, 0.1, 0.1], [0.0, -0.1, 0.1], [-0.1, 0.0, 0.0], [0.0, -0.1, 0.1], [-0.1, 0.0, 0.0], [0.0, -0.1, -0.1], [0.1, 0.0, 0.1], [0.1, 0.1, -0.2], [0.0, 0.0, 0.0], [0.0, 0.0, 0.0], [0.1, 0.1, 0.1], [0.0, 0.0, 0.0], [-0.1, 0.0, 0.1], [0.0, -0.1, 0.0], [-0.1, 0.0, 0.0], [0.0, -0.1, 0.0], [0.0, 0.0, 0.0], [-0.1, 0.0, -0.1], [0.1, 0.0, 0.0], [0.1, 0.0, -0.1], [-0.2, 0.1, 0.0], [0.0, 0.0, 0.0], [0.0, 0.0, 0.0], [0.1, 0.0, 0.0], [0.1, -0.1, 0.0], [0.1, 0.0, 0.0], [0.0, 0.0, 0.0], [0.0, 0.0, -0.2], [0.0, 0.0, 0.0], [0.0, 0.0, 0.0], [0.1, -0.1, -0.1], [0.0, 0.0, 0.0], [0.0, 0.1, 0.1], [0.0, -0.1, 0.1], [0.0, 0.1, 0.1], [-0.1, 0.0, 0.1], [0.0, 0.0, 0.0], [0.0, 0.0, -0.2], [0.0, 0.1, 0.0], [0.1, -0.1, 0.0], [0.0, -0.1, -0.1], [0.0, 0.0, 0.0], [0.0, 0.0, 0.1], [0.0, 0.0, 0.1], [0.0, 0.1, 0.1], [0.0, 0.0, 0.1], [0.0, 0.0, 0.0], [0.1, 0.1, 0.1], [-0.1, 0.0, -0.1], [0.0, 0.0, 0.0], [0.1, 0.1, 0.3], [0.0, 0.0, 0.0], [-0.1, 0.0, 0.0], [0.0, -0.1, 0.0], [-0.1, 0.0, -0.1], [0.0, 0.0, -0.1], [0.0, 0.0, 0.0], [-0.1, -0.2, 0.1], [0.0, 0.0, 0.0], [0.0, 0.0, 0.0], [0.1, -0.3, 0.2], [0.0, 0.0, 0.0], [0.0, 0.0, -0.1], [0.0, 0.1, 0.0], [0.0, 0.1, -0.1], [-0.1, 0.2, 0.0], [0.0, 0.1, 0.0], [0.0, 0.2, 0.1], [0.0, -0.1, -0.1], [0.0, 0.2, 0.0], [0.1, 0.2, 0.0], [0.0, 0.0, 0.0], [0.0, -0.1, 0.0], [0.0, -0.1, -0.1], [0.0, -0.1, 0.0], [-0.1, -0.1, -0.1], [0.0, 0.0, 0.0], [-0.1, 0.0, -0.2], [0.0, 0.0, 0.0], [0.0, 0.0, 0.0], [0.1, -0.1, -0.1], [0.0, 0.0, 0.0], [0.1, 0.0, 0.1], [0.0, 0.0, 0.1], [0.0, 0.1, 0.1], [-0.1, 0.0, 0.1], [0.0, 0.0, 0.0], [0.0, 0.0, -0.2], [0.0, 0.0, 0.0], [0.0, 0.0, 0.0], [0.0, -0.1, -0.4], [0.0, 0.0, 0.0], [0.1, 0.0, 0.1], [0.0, 0.0, 0.1], [0.0, 0.1, 0.1], [-0.1, 0.0, 0.1], [0.0, 0.0, 0.0], [-0.1, -0.1, 0.1], [0.0, 0.0, 0.0], [0.0, 0.0, -0.1], [0.0, -0.1, 0.1], [0.0, 0.0, 0.0], [0.1, 0.0, -0.1], [0.1, 0.1, 0.0], [0.0, 0.0, -0.1], [0.0, 0.1, 0.0], [0.0, 0.0, 0.0]],
  "homo_ev": -9.199,
  "charge": 0
}